[1]
# C24H61ClN3O12

A 6-piece molecular cluster, C24H61ClN3O12 overall (ωB97M-V/def2-TZVPD, the Open Molecules 2025 dataset).

## Properties
LUMO: 2.632 eV
Strongest force on any atom: 3.86 eV/A
Energy above the lowest of the compared OMol25 structures with the same formula, charge and spin: 229.5 kJ/mol
HOMO level: -5.82 eV
Net charge: -1
Total energy: -2477.88187 a.u.
2S+1: 1

Last columns: bonded neighbours and bond lengths (Å).
Positions of all 101 atoms, in Å:
1 Cl -0.033 1.819 -1.556  O2 1.495, O3 1.488, O4 1.502, O5 1.466
2 O -0.995 1.361 -2.605  Cl1 1.495
3 O 1.058 0.807 -1.523  Cl1 1.488
4 O 0.485 3.183 -1.912  Cl1 1.502
5 O -0.685 1.828 -0.243  Cl1 1.466
6 C -5.753 2.733 -2.999  O7 1.463, H15 1.053, H16 1.119, H17 1.064
7 O -4.996 3.624 -2.120  C6 1.463, C8 1.379
8 C -3.992 3.056 -1.365  O7 1.379, C9 1.572, H18 1.119, H19 1.053
9 C -3.436 4.294 -0.572  C8 1.572, N10 1.450, H20 1.063, H21 1.065
10 N -2.525 3.918 0.492  C9 1.450, C11 1.526, H22 1.023
11 C -1.850 4.901 1.445  N10 1.526, C12 1.501, H23 1.094, H24 1.135
12 C -1.100 4.014 2.396  C11 1.501, O13 1.390, H25 1.079, H26 1.106
13 O -0.635 4.741 3.486  C12 1.390, C14 1.418
14 C 0.108 4.066 4.487  O13 1.418, H27 1.066, H28 1.073, H29 1.020
15 H -5.278 2.180 -3.759  C6 1.053
16 H -6.659 3.241 -3.415  C6 1.119
17 H -6.127 1.927 -2.413  C6 1.064
18 H -3.150 2.565 -1.915  C8 1.119
19 H -4.403 2.381 -0.669  C8 1.053
20 H -4.235 4.911 -0.239  C9 1.063
21 H -2.874 4.823 -1.306  C9 1.065
22 H -1.746 3.386 0.096  N10 1.023
23 H -2.647 5.580 1.762  C11 1.094
24 H -1.068 5.572 0.968  C11 1.135
25 H -0.273 3.497 1.934  C12 1.079
26 H -1.725 3.286 2.947  C12 1.106
27 H 0.905 3.565 3.986  C14 1.066
28 H -0.401 3.288 5.023  C14 1.073
29 H 0.485 4.711 5.182  C14 1.020
30 C 2.058 -7.548 1.822  O31 1.394, H39 1.119, H40 1.165, H41 1.075
31 O 1.258 -7.123 0.762  C30 1.394, C32 1.362
32 C 1.850 -6.308 -0.155  O31 1.362, C33 1.471, H42 1.095, H43 1.111
33 C 0.770 -5.618 -0.878  C32 1.471, N34 1.485, H44 1.079, H45 1.153
34 N 1.483 -4.790 -1.883  C33 1.485, C35 1.402, H46 1.089
35 C 0.506 -4.224 -2.714  N34 1.402, C36 1.586, H47 1.131, H48 1.105
36 C 1.178 -3.522 -3.967  C35 1.586, O37 1.401, H49 1.055, H50 1.139
37 O 0.118 -2.787 -4.514  C36 1.401, C38 1.381
38 C 0.289 -1.425 -4.363  O37 1.381, H51 1.067, H52 1.072, H53 1.047
39 H 1.466 -7.745 2.751  C30 1.119
40 H 2.941 -6.858 2.140  C30 1.165
41 H 2.493 -8.465 1.468  C30 1.075
42 H 2.413 -6.862 -0.914  C32 1.095
43 H 2.447 -5.475 0.273  C32 1.111
44 H 0.198 -4.978 -0.224  C33 1.079
45 H 0.001 -6.334 -1.352  C33 1.153
46 H 2.189 -4.070 -1.471  N34 1.089
47 H -0.267 -3.595 -2.179  C35 1.131
48 H -0.162 -5.060 -2.990  C35 1.105
49 H 1.492 -4.202 -4.710  C36 1.055
50 H 2.012 -2.849 -3.580  C36 1.139
51 H -0.348 -0.681 -4.786  C38 1.067
52 H 1.265 -1.132 -4.697  C38 1.072
53 H 0.376 -1.294 -3.328  C38 1.047
54 C 0.202 0.704 5.969  O55 1.402, H63 1.099, H64 1.052, H65 1.078
55 O 0.666 1.000 4.680  C54 1.402, C56 1.407
56 C 0.540 -0.058 3.761  O55 1.407, C57 1.543, H66 1.186, H67 1.078
57 C 0.574 0.479 2.315  C56 1.543, N58 1.456, H68 1.096, H69 1.088
58 N 0.419 -0.540 1.286  C57 1.456, C59 1.489, H70 0.970
59 C 1.777 -1.057 0.962  N58 1.489, C60 1.515, H71 1.102, H72 1.137
60 C 1.543 -2.066 -0.143  C59 1.515, O61 1.425, H73 1.107, H74 1.106
61 O 2.699 -2.879 -0.327  C60 1.425, C62 1.481
62 C 3.681 -2.104 -1.119  O61 1.481, H75 1.105, H76 1.119, H77 1.081
63 H 0.057 1.528 6.682  C54 1.099
64 H 0.988 0.132 6.370  C54 1.052
65 H -0.716 0.140 5.939  C54 1.078
66 H -0.420 -0.725 3.963  C56 1.186
67 H 1.256 -0.834 3.977  C56 1.078
68 H 1.455 1.129 2.261  C57 1.096
69 H -0.197 1.224 2.128  C57 1.088
70 H 0.367 0.080 0.542  N58 0.970
71 H 2.262 -1.492 1.851  C59 1.102
72 H 2.362 -0.198 0.502  C59 1.137
73 H 1.071 -1.656 -1.057  C60 1.107
74 H 0.750 -2.747 0.217  C60 1.106
75 H 3.209 -1.631 -1.999  C62 1.105
76 H 4.509 -2.779 -1.453  C62 1.119
77 H 4.208 -1.342 -0.563  C62 1.081
78 C -2.165 -1.894 -1.083  C79 1.532, H82 1.125, H83 1.069, H84 1.137
79 C -3.188 -0.765 -0.922  C78 1.532, C80 1.492, O81 1.408, H85 1.122
80 C -3.924 -0.527 -2.198  C79 1.492, H86 1.046, H87 1.138, H88 1.082
81 O -4.072 -1.092 0.124  C79 1.408, H89 0.940
82 H -1.595 -1.842 -2.052  C78 1.125
83 H -2.611 -2.864 -1.020  C78 1.069
84 H -1.289 -1.837 -0.361  C78 1.137
85 H -2.657 0.152 -0.552  C79 1.122
86 H -3.176 -0.250 -2.874  C80 1.046
87 H -4.618 0.372 -2.121  C80 1.138
88 H -4.386 -1.466 -2.471  C80 1.082
89 H -4.792 -0.488 0.116  O81 0.940
90 C 2.479 3.831 0.879  C91 1.492, H94 1.126, H95 1.115, H96 1.109
91 C 3.310 3.277 -0.230  C90 1.492, C92 1.547, O93 1.390, H97 1.120
92 C 4.717 3.836 0.088  C91 1.547, H98 1.047, H99 1.089, H100 1.170
93 O 3.128 1.907 -0.081  C91 1.390, H101 1.003
94 H 2.286 4.913 0.634  C90 1.126
95 H 2.921 3.584 1.872  C90 1.115
96 H 1.416 3.515 0.912  C90 1.109
97 H 2.810 3.511 -1.205  C91 1.120
98 H 5.111 3.375 0.942  C92 1.047
99 H 4.624 4.910 0.243  C92 1.089
100 H 5.510 3.575 -0.732  C92 1.170
101 H 2.451 1.672 -0.783  O93 1.003

---

[2]
# C24H63ClN11O5P3

A 6-piece molecular cluster, C24H63ClN11O5P3 overall (ωB97M-V/def2-TZVPD, the Open Molecules 2025 dataset).

## Properties
LUMO: -0.674 eV
Strongest force on any atom: 3.84 eV/A
HOMO level: -7.30 eV
Net charge: 0
Total energy: -3414.99509 a.u.
2S+1: 1

Last columns: bonded neighbours and bond lengths (Å).
Positions of all 107 atoms, in Å:
1 N -22.345 20.559 -15.853  H2 1.010, H3 1.010, H4 1.010, H5 1.010
2 H -22.063 19.708 -16.318  N1 1.010
3 H -23.273 20.786 -16.181  N1 1.010
4 H -21.759 21.353 -16.067  N1 1.010
5 H -22.385 20.302 -14.877  N1 1.010
6 Cl -20.161 22.407 -17.056  no bonds
7 C -27.259 15.961 -17.723  C8 1.403, C12 1.391, H16 1.080
8 C -28.227 16.928 -17.413  C7 1.403, C9 1.349, H17 1.080
9 C -27.970 17.757 -16.380  C8 1.349, C10 1.404, H18 1.080
10 C -26.692 17.951 -15.831  C9 1.404, C11 1.362, N13 1.542
11 C -25.771 16.987 -16.110  C10 1.362, C12 1.449, H19 1.080
12 C -26.060 15.899 -17.021  C7 1.391, C11 1.449, H20 1.080
13 N -26.325 19.164 -14.953  C10 1.542, O14 1.243, O15 1.218
14 O -27.101 19.961 -14.399  N13 1.243
15 O -25.147 19.167 -14.648  N13 1.218
16 H -27.631 15.186 -18.377  C7 1.080
17 H -29.157 17.033 -17.952  C8 1.080
18 H -28.756 18.459 -16.143  C9 1.080
19 H -24.830 17.048 -15.584  C11 1.080
20 H -25.382 15.081 -17.213  C12 1.080
21 O -22.841 18.336 -17.320  P22 1.483
22 P -22.792 18.212 -18.797  O21 1.483, N23 1.684, N26 1.722, N29 1.818
23 N -24.217 18.707 -19.546  P22 1.684, C24 1.438, C25 1.505
24 C -25.072 19.678 -18.917  N23 1.438, H32 1.090, H33 1.090, H34 1.090
25 C -24.725 18.116 -20.834  N23 1.505, H35 1.090, H36 1.090, H37 1.090
26 N -22.451 16.616 -19.348  P22 1.722, C27 1.476, C28 1.546
27 C -23.285 15.510 -18.839  N26 1.476, H38 1.090, H39 1.090, H40 1.090
28 C -21.679 16.365 -20.663  N26 1.546, H41 1.090, H42 1.090, H43 1.090
29 N -21.572 19.245 -19.663  P22 1.818, C30 1.488, C31 1.473
30 C -21.914 20.331 -20.621  N29 1.488, H44 1.090, H45 1.090, H46 1.090
31 C -20.176 19.285 -19.194  N29 1.473, H47 1.090, H48 1.090, H49 1.090
32 H -25.087 20.501 -19.631  C24 1.090
33 H -24.724 20.274 -18.073  C24 1.090
34 H -26.005 19.120 -18.836  C24 1.090
35 H -25.699 17.653 -20.682  C25 1.090
36 H -24.075 17.392 -21.325  C25 1.090
37 H -24.860 18.916 -21.563  C25 1.090
38 H -23.148 15.429 -17.761  C27 1.090
39 H -24.346 15.687 -19.016  C27 1.090
40 H -22.947 14.628 -19.383  C27 1.090
41 H -21.887 17.264 -21.245  C28 1.090
42 H -20.653 16.107 -20.402  C28 1.090
43 H -22.037 15.525 -21.259  C28 1.090
44 H -21.081 20.934 -20.983  C30 1.090
45 H -22.249 19.927 -21.576  C30 1.090
46 H -22.691 21.013 -20.277  C30 1.090
47 H -20.226 19.209 -18.108  C31 1.090
48 H -19.676 20.244 -19.332  C31 1.090
49 H -19.540 18.446 -19.474  C31 1.090
50 O -21.658 20.064 -12.882  P51 1.480
51 P -21.994 20.549 -11.524  O50 1.480, N52 1.718, N55 1.664, N58 1.735
52 N -23.637 20.991 -11.280  P51 1.718, C53 1.531, C54 1.464
53 C -24.639 19.869 -10.994  N52 1.531, H61 1.090, H62 1.090, H63 1.090
54 C -24.185 21.966 -12.224  N52 1.464, H64 1.090, H65 1.090, H66 1.090
55 N -21.140 21.955 -11.276  P51 1.664, C56 1.476, C57 1.448
56 C -20.349 22.653 -12.309  N55 1.476, H67 1.090, H68 1.090, H69 1.090
57 C -21.503 22.803 -10.160  N55 1.448, H70 1.090, H71 1.090, H72 1.090
58 N -21.714 19.497 -10.173  P51 1.735, C59 1.488, C60 1.458
59 C -21.735 20.024 -8.781  N58 1.488, H73 1.090, H74 1.090, H75 1.090
60 C -21.146 18.162 -10.326  N58 1.458, H76 1.090, H77 1.090, H78 1.090
61 H -24.716 19.443 -11.994  C53 1.090
62 H -25.599 20.290 -10.694  C53 1.090
63 H -24.385 19.176 -10.191  C53 1.090
64 H -25.063 22.544 -11.935  C54 1.090
65 H -24.303 21.315 -13.090  C54 1.090
66 H -23.331 22.604 -12.449  C54 1.090
67 H -20.747 23.638 -12.555  C56 1.090
68 H -19.300 22.801 -12.056  C56 1.090
69 H -20.469 22.090 -13.235  C56 1.090
70 H -22.361 22.408 -9.616  C57 1.090
71 H -20.693 22.882 -9.434  C57 1.090
72 H -21.787 23.757 -10.604  C57 1.090
73 H -20.901 20.707 -8.619  C59 1.090
74 H -22.726 20.397 -8.522  C59 1.090
75 H -21.653 19.290 -7.980  C59 1.090
76 H -21.846 17.453 -9.885  C60 1.090
77 H -20.186 18.072 -9.816  C60 1.090
78 H -20.944 17.919 -11.369  C60 1.090
79 O -24.671 22.281 -16.072  P80 1.494
80 P -25.334 23.574 -16.422  O79 1.494, N81 1.687, N84 1.766, N87 1.739
81 N -24.794 24.893 -15.518  P80 1.687, C82 1.413, C83 1.493
82 C -23.492 24.813 -14.978  N81 1.413, H90 1.090, H91 1.090, H92 1.090
83 C -25.423 26.244 -15.417  N81 1.493, H93 1.090, H94 1.090, H95 1.090
84 N -27.095 23.602 -16.284  P80 1.766, C85 1.475, C86 1.431
85 C -27.599 23.419 -14.910  N84 1.475, H96 1.090, H97 1.090, H98 1.090
86 C -27.924 22.848 -17.173  N84 1.431, H99 1.090, H100 1.090, H101 1.090
87 N -25.085 24.005 -18.087  P80 1.739, C88 1.521, C89 1.428
88 C -25.686 25.216 -18.783  N87 1.521, H102 1.090, H103 1.090, H104 1.090
89 C -23.776 23.687 -18.560  N87 1.428, H105 1.090, H106 1.090, H107 1.090
90 H -23.119 25.790 -14.669  C82 1.090
91 H -22.808 24.503 -15.768  C82 1.090
92 H -23.522 24.103 -14.151  C82 1.090
93 H -24.754 26.851 -14.807  C83 1.090
94 H -26.263 26.282 -14.722  C83 1.090
95 H -25.658 26.741 -16.357  C83 1.090
96 H -27.694 22.359 -14.675  C85 1.090
97 H -27.094 23.890 -14.067  C85 1.090
98 H -28.598 23.853 -14.853  C85 1.090
99 H -28.845 23.398 -17.361  C86 1.090
100 H -27.454 22.793 -18.155  C86 1.090
101 H -28.102 21.843 -16.791  C86 1.090
102 H -25.328 26.138 -18.324  C88 1.090
103 H -25.245 25.254 -19.780  C88 1.090
104 H -26.759 25.032 -18.751  C88 1.090
105 H -23.156 24.552 -18.798  C89 1.090
106 H -23.690 23.008 -19.409  C89 1.090
107 H -23.197 23.207 -17.772  C89 1.090

---

Which value of total energy does entry 1 give?
-2477.88187 a.u.

---

Among the records above, which one has the highest LUMO?
C24H61ClN3O12

---

Which of these has the highest strongest force on any atom?
C24H61ClN3O12

---

Among the records above, which one has the highest HOMO level?
C24H61ClN3O12